Entry from the OMol25 dataset: C36H51BrN3OP2Pt as an isolated structure at a distorted geometry (ωB97M-V/def2-TZVPD).

net charge: +3
multiplicity: 5
relative energy (zero: lowest compared OMol25 entry of this formula, charge and spin): 3.950 eV
molecular weight: 878.75 g/mol
F_max: 3.676 eV/Å
E_LUMO (spin up / spin down): -8.535 / -13.038 eV
HOMO-LUMO gap (spin up / spin down): 0.209 / 0.110 Eh

Each line ends with the Mulliken charge.
Element x y z (Å)
Pt (-0.2832, 0.0639, -0.2093)  1.974
Br (-1.2457, -4.8714, 4.6421)  0.162
P (2.4708, -0.3875, -0.8330)  0.348
P (-2.5727, 0.0157, -0.2820)  -0.851
O (0.3875, 1.5934, 2.2368)  -0.525
N (-0.6370, -1.4100, -1.7714)  0.646
N (0.3877, 1.0022, -1.8735)  -0.314
N (-0.7754, -1.0062, 3.2484)  0.183
C (-3.6236, -1.3703, 0.4804)  2.246
C (1.0569, 1.3302, -4.0755)  0.994
C (3.9177, 0.5485, -1.7045)  1.672
C (1.0863, 0.5046, -2.8277)  0.323
C (1.2618, 0.8590, -5.3796)  0.045
C (-1.9829, -2.3052, -3.4970)  -0.734
C (0.3074, -2.9662, -3.2851)  -0.911
C (0.8018, 3.5362, -5.0375)  -0.738
C (3.6739, -0.1785, 1.7348)  -1.456
C (0.7926, 2.6963, -3.9374)  -0.489
C (-4.0554, -1.0006, 1.9133)  -1.849
C (-1.8158, -1.3805, -2.4541)  0.233
C (-0.9480, -3.2006, -3.7995)  -1.131
C (-2.3811, 2.7266, -0.9711)  -1.566
C (-3.0736, 2.1916, 1.3524)  -1.430
C (-0.7648, -2.3260, 3.3771)  -0.043
C (-2.8336, -0.3201, -2.1064)  -1.392
C (-1.6845, -2.1721, 5.6087)  -0.267
C (-1.1957, -0.2346, 4.2608)  -0.017
C (-3.2138, 1.7543, -0.1121)  1.545
C (3.1020, -1.2892, 0.7918)  1.961
C (1.2447, 1.7436, -6.4522)  -0.938
C (4.1148, 0.2191, -3.2035)  -1.504
C (-4.6716, 1.7548, -0.5718)  -1.609
C (-2.7577, -2.6501, 0.5353)  -1.021
C (5.3249, 0.2203, -1.1544)  -1.878
C (-1.2288, -2.9520, 4.5400)  -0.658
C (1.9558, -2.0027, 1.5395)  -1.915
C (1.0717, 3.1393, -6.3526)  -0.745
C (-4.9006, -1.6896, -0.3608)  -1.656
C (3.5928, 2.0369, -1.4908)  -1.505
C (0.1042, 0.9187, 1.3609)  0.478
C (-1.6486, -0.7963, 5.4649)  -0.850
C (4.1653, -2.3497, 0.4842)  -1.793
C (1.7202, -1.0565, -2.4193)  -1.165
C (0.4763, -1.8790, -2.4021)  -0.321
H (-1.3040, 2.6620, -0.7379)  0.279
H (-2.4790, 2.5353, -2.0461)  0.370
H (-4.7842, 1.4119, -1.6122)  0.280
H (6.0646, 0.8234, -1.7318)  0.466
H (1.4444, -2.7411, 0.8953)  0.492
H (-2.6545, 0.5993, -2.6785)  0.343
H (-4.7376, -0.1471, 1.9299)  0.366
H (-2.7157, 3.7606, -0.7643)  0.623
H (4.2069, -0.6440, 2.5793)  0.502
H (4.6808, -0.7296, -3.3866)  0.369
H (2.8930, 0.4736, 2.1293)  0.095
H (-3.3813, -3.4851, 0.8734)  0.585
H (-3.6904, 1.5905, 2.0313)  0.302
H (-2.9633, -2.4256, -3.9465)  0.570
H (3.8019, -3.0516, -0.2774)  0.368
H (-1.0735, -3.9799, -4.5347)  0.483
H (-2.3411, -2.9106, -0.4404)  0.203
H (-5.0467, 2.7900, -0.5318)  0.530
H (-3.8526, -0.6933, -2.3683)  0.773
H (-1.9643, -0.1191, 6.2662)  0.480
H (4.3682, 2.6636, -1.9923)  0.472
H (0.6142, 3.0226, -2.9349)  0.317
H (1.1016, 3.8729, -7.1372)  0.507
H (2.3413, -2.5467, 2.4343)  0.684
H (3.5785, 2.3065, -0.4203)  0.323
H (2.4765, -1.5496, -2.9504)  1.522
H (0.6092, 4.5780, -4.7934)  0.408
H (-3.1889, -0.8074, 2.5485)  0.237
H (4.3782, 0.4820, 1.2291)  0.228
H (-4.6582, -2.2603, -1.2581)  0.399
H (5.1080, -1.9189, 0.1471)  0.387
H (-5.3210, 1.1449, 0.0730)  0.331
H (-1.1769, 0.8316, 4.1232)  0.453
H (-5.4490, -0.7864, -0.6253)  0.305
H (-0.3865, -2.9315, 2.5655)  0.795
H (-3.3991, 3.2432, 1.4257)  0.554
H (1.4419, 1.4576, -7.5026)  0.373
H (1.4541, -0.2410, -5.5880)  0.366
H (2.6101, 2.3075, -1.9164)  0.313
H (4.7061, 1.0814, -3.6527)  0.518
H (3.1451, 0.1458, -3.7736)  0.121
H (-4.5988, -1.8540, 2.3342)  0.592
H (5.5755, -0.8392, -1.3466)  0.412
H (-5.5582, -2.3116, 0.2519)  0.534
H (5.4894, 0.4491, -0.0915)  0.341
H (4.3818, -2.9210, 1.4051)  0.513
H (-2.0325, 2.1393, 1.7013)  0.189
H (1.2291, -3.4585, -3.6675)  0.552
H (1.2088, -1.2831, 1.8916)  -0.143
H (-1.9412, -2.5165, 1.2469)  -0.112
H (-2.0497, -2.6703, 6.5169)  0.493

Entry from the OMol25 dataset: C36H51GaGeN5O5PS as an isolated structure at a distorted geometry (ωB97M-V/def2-TZVPD).

net charge: +1
multiplicity: 2
relative energy (zero: lowest compared OMol25 entry of this formula, charge and spin): 0.000 eV
molecular weight: 839.21 g/mol
F_max: 2.493 eV/Å
E_LUMO (spin up / spin down): -2.462 / -3.332 eV
HOMO-LUMO gap (spin up / spin down): 0.250 / 0.279 Eh

Each line ends with the Mulliken charge.
Element x y z (Å)
Ge (1.9190, -14.4549, -15.9646)  0.748
Ga (-0.2458, -16.8790, -12.3581)  -1.317
S (-0.9495, -16.6008, -16.8425)  -0.468
P (-1.4351, -18.4147, -9.9658)  0.459
O (-1.1752, -19.7621, -9.4213)  -0.878
O (-1.7751, -17.2875, -8.8624)  -0.175
O (0.0513, -13.0512, -11.3049)  -0.565
O (-2.6902, -18.3148, -10.9157)  0.263
O (-0.2391, -17.8767, -10.8862)  0.091
N (-1.0810, -17.9748, -13.7164)  0.790
N (-2.5813, -14.5461, -17.2821)  0.264
N (-0.7832, -15.1106, -12.2332)  0.771
N (1.6409, -16.9969, -13.0401)  0.351
N (-2.6560, -15.5075, -15.1317)  -0.008
C (3.2632, -14.5870, -17.3638)  -0.084
C (2.8394, -14.1321, -14.1530)  -0.057
C (2.9803, -15.1159, -18.6839)  -0.147
C (0.4032, -16.4143, -8.4324)  -1.450
C (1.0585, -18.9233, -14.4939)  -0.761
C (-0.9372, -16.9080, -7.7944)  1.675
C (2.5298, -12.9559, -13.4302)  -0.646
C (-2.1023, -15.4606, -16.3745)  -0.242
C (-3.5184, -13.5910, -17.0957)  0.910
C (0.5674, -13.0654, -16.3020)  0.047
C (4.1590, -13.6450, -11.7776)  -0.629
C (-0.1857, -11.2085, -17.7072)  -0.647
C (-3.3191, -20.6588, -11.2878)  -1.364
C (-4.8264, -18.6713, -11.8809)  -1.589
C (-0.2885, -14.1066, -11.7420)  0.679
C (-0.4753, -12.7724, -15.4060)  0.322
C (-4.1805, -14.6821, -13.5026)  -0.941
C (-0.3809, -19.2486, -14.0455)  -0.319
C (3.2476, -12.7554, -12.2768)  -0.375
C (-4.0422, -12.7328, -18.1637)  -1.438
C (-0.6778, -18.0380, -6.7818)  -1.741
C (-1.3129, -11.7015, -15.6317)  -0.618
C (0.6593, -12.2859, -17.4621)  -0.771
C (-3.8439, -19.2634, -10.8668)  1.424
C (4.6079, -14.2447, -17.1118)  -0.083
C (4.3919, -14.8567, -12.4329)  -0.638
C (5.6299, -14.4119, -18.0668)  -0.904
C (1.9958, -18.3736, -13.4038)  -0.565
C (-1.1647, -10.9129, -16.7685)  -0.926
C (3.9861, -15.3600, -19.5969)  -0.845
C (-1.6392, -15.7694, -7.0342)  -1.714
C (-3.9585, -13.5526, -15.8002)  -1.303
C (5.2894, -14.9895, -19.2720)  -0.238
C (-4.3815, -19.2866, -9.4396)  -1.740
C (3.6989, -15.0861, -13.6156)  -0.101
C (-3.5657, -14.5909, -14.8804)  1.063
H (1.0267, -18.2236, -15.3172)  0.130
H (2.2444, -16.6422, -12.2942)  0.468
H (-2.0031, -18.3026, -13.4134)  0.024
H (4.8335, -13.7359, -16.2107)  0.428
H (-0.1792, -17.7156, -5.8777)  0.437
H (4.6379, -13.4436, -10.8241)  0.392
H (-0.6534, -13.4182, -14.5737)  0.519
H (-0.1598, -18.9058, -7.0597)  0.386
H (0.9723, -17.2558, -8.7646)  0.349
H (6.6473, -14.1540, -17.8711)  0.434
H (3.1150, -11.8339, -11.6869)  0.364
H (-2.6635, -21.0682, -10.5418)  0.405
H (-2.1624, -15.0960, -7.7247)  0.362
H (1.6615, -16.3580, -13.8087)  -0.643
H (3.9106, -16.0204, -14.1987)  0.448
H (-1.7054, -10.0065, -16.8733)  0.462
H (-4.1542, -21.3894, -11.4449)  0.414
H (-4.7040, -12.7833, -15.5552)  0.369
H (2.0169, -18.9633, -12.4669)  0.388
H (3.0201, -18.3505, -13.8228)  0.484
H (-5.1011, -12.3045, -18.0187)  0.359
H (-4.6677, -15.6709, -13.4870)  0.179
H (-0.9412, -19.8428, -14.7874)  0.527
H (-1.6606, -18.3612, -6.4106)  0.399
H (-2.8255, -20.6710, -12.3375)  0.133
H (0.9923, -15.8252, -7.7178)  0.539
H (-0.3947, -19.8538, -13.0954)  0.315
H (-5.4210, -19.6257, -9.4410)  0.489
H (1.8447, -12.2034, -13.7831)  0.487
H (-2.0825, -11.5086, -14.9221)  0.552
H (-2.2312, -14.7096, -18.2368)  0.333
H (-0.9053, -15.2078, -6.4491)  0.390
H (-3.3202, -14.6136, -12.8084)  0.096
H (-1.3111, -17.4548, -14.5915)  -0.288
H (3.8076, -15.6980, -20.6015)  0.397
H (-5.1255, -17.6412, -11.5890)  0.298
H (-4.0319, -13.2432, -19.1284)  0.397
H (-4.8609, -13.8815, -13.2733)  0.405
H (1.3785, -12.5622, -18.2265)  0.367
H (1.4551, -19.8702, -14.8782)  0.505
H (-5.7054, -19.3146, -11.9176)  0.487
H (0.1871, -15.7954, -9.3588)  0.054
H (-3.4553, -11.8074, -18.3090)  0.248
H (-0.1098, -10.7318, -18.6750)  0.436
H (-4.3987, -18.5640, -12.8751)  0.322
H (-2.3940, -16.1668, -6.3457)  0.416
H (-4.4022, -18.2675, -9.0371)  0.329
H (6.0342, -15.1081, -20.0257)  0.377
H (-3.7501, -19.8449, -8.7697)  0.378
H (5.0935, -15.5736, -12.0102)  0.475
H (1.9916, -15.3762, -19.0000)  0.406

Entry from the OMol25 dataset: C36H52AlBrCaCl3FNaNbO17S2 as an isolated structure at a distorted geometry (ωB97M-V/def2-TZVPD).

net charge: 0
molecular weight: 1209.15 g/mol
F_max: 6.961 eV/Å
E_LUMO: -4.730 eV
HOMO-LUMO gap: 0.042 Eh

Each line ends with the Mulliken charge.
Element x y z (Å)
Nb (1.0858, -4.6545, -1.5919)  -1.685
Br (-1.2067, -7.4601, 0.1607)  -0.374
Ca (6.7937, -6.7993, -2.9997)  1.171
Cl (-3.0653, -5.1611, -4.8604)  -0.151
Cl (-5.1497, -5.0788, -2.2538)  -0.312
Cl (1.3050, -6.3772, 0.2468)  -0.370
S (0.7613, -3.0714, -3.5202)  1.095
S (-0.4752, 4.3850, 2.4825)  1.274
Al (3.8435, -1.3008, 0.9243)  -0.407
Na (8.1498, -5.7379, 1.7558)  0.903
F (-0.1906, -3.7228, -4.7581)  -0.340
O (-3.7928, 6.6739, 6.1832)  -0.700
O (-4.6007, -0.5322, 1.7680)  -0.567
O (-5.5082, 7.3670, 1.1783)  -0.710
O (2.0706, -2.6547, -4.1996)  -0.560
O (0.5455, -0.1455, 0.9824)  -0.391
O (-0.3848, 3.2100, 3.3657)  -0.529
O (5.9321, -6.6985, -0.9197)  -0.624
O (-4.9855, 1.2820, 0.4666)  -0.439
O (6.5552, -4.8574, 0.4974)  -0.661
O (0.7328, 4.4600, 1.6429)  -0.527
O (-1.6625, 4.2643, 1.6211)  -0.338
O (0.0803, -1.7584, -3.1322)  -0.546
O (-0.9747, 6.7996, -0.1521)  -0.370
O (-3.1527, 0.0304, 0.1205)  -0.127
O (4.1163, -8.6572, -3.4685)  -0.884
O (1.6284, -1.5807, 2.4382)  -0.598
O (-0.5858, 5.6037, 3.2998)  -0.520
C (-5.0117, 8.3599, 3.2478)  0.181
C (-4.0459, 4.3893, 4.5953)  -0.755
C (-0.4123, -6.0183, -2.5923)  -0.389
C (0.5806, 8.2656, -1.2644)  -1.104
C (4.1505, -5.6441, -2.3658)  1.128
C (-4.2144, 3.2910, 3.7588)  -0.568
C (0.1669, 6.8317, -0.9964)  -0.197
C (4.9257, -1.8111, -2.8611)  -1.227
C (-4.2135, 6.8266, 5.0486)  0.744
C (-4.7001, 3.4677, 2.4651)  -0.890
C (-4.2774, 0.1916, 0.8692)  0.622
C (-0.5339, -3.6864, 1.1239)  -0.520
C (4.5589, -1.7037, -1.3049)  0.706
C (0.5609, -1.3201, 1.8160)  0.704
C (-4.5895, 8.1743, 4.5638)  0.128
C (-5.1422, 7.2039, 2.3310)  0.550
C (4.9837, -0.2189, -0.6919)  -0.979
C (2.9313, -1.9036, -1.0043)  -0.210
C (-5.0036, 4.7442, 2.0028)  -0.776
C (2.6204, -3.3698, -0.5080)  0.931
C (-3.2399, 0.9380, -0.9700)  -0.517
C (-2.6923, -4.6746, -3.1444)  -0.181
C (-4.8306, 5.8493, 2.8371)  0.164
C (-4.3629, 5.6697, 4.1391)  0.276
C (2.6586, -5.7053, -2.8951)  -1.346
C (-4.5153, 9.2647, 5.4312)  -0.516
C (4.4753, -6.4814, -1.0169)  0.110
C (6.6460, -5.4199, -0.6879)  0.684
C (-0.4964, -3.4388, -0.4599)  0.152
C (-5.3305, 9.6406, 2.7930)  -0.549
C (-5.2488, 10.7258, 3.6585)  -0.468
C (-1.9694, -5.8221, -2.2789)  -0.756
C (-4.1675, 1.9939, -0.4552)  0.254
C (7.5161, -4.7989, -1.9184)  -1.237
C (-0.7704, -2.2169, 1.8075)  -0.409
C (-4.8503, 10.5367, 4.9800)  -0.477
H (-2.5060, -6.8041, -2.5844)  0.458
H (0.9715, 6.2887, -0.4961)  0.241
H (0.8057, 8.7810, -0.3270)  0.288
H (4.4865, -4.5610, -2.2028)  -0.297
H (-0.1494, -2.3361, -0.6014)  0.254
H (3.6406, -3.8918, -0.3102)  -0.386
H (-3.6713, 4.2440, 5.6036)  0.430
H (-0.1415, -7.0965, -2.2564)  0.537
H (-4.2005, 9.1243, 6.4605)  0.457
H (2.4014, -1.4671, -1.9020)  0.503
H (-3.9707, 2.2957, 4.1166)  0.484
H (-1.5743, -1.6414, 1.2328)  0.108
H (-5.5013, 11.7204, 3.3044)  0.387
H (4.6688, -0.8619, -3.4683)  0.404
H (1.4626, 8.3040, -1.9090)  0.333
H (-1.0755, -2.3318, 2.9085)  0.489
H (8.2475, -4.0209, -1.5144)  0.355
H (4.5367, -2.7483, -3.3853)  0.162
H (-0.3168, -6.0560, -3.7507)  0.389
H (-3.6394, 2.7884, 0.0810)  -0.154
H (2.3517, -6.8218, -2.9464)  0.435
H (0.4262, -4.0742, 1.5965)  0.142
H (-1.5430, -3.4721, -0.9052)  0.309
H (-2.2566, 1.3364, -1.2241)  0.382
H (2.6599, -5.2846, -3.9753)  0.301
H (-4.8381, 2.6095, 1.8159)  1.129
H (6.0847, -1.8788, -2.9137)  0.288
H (6.0374, 0.0130, -1.0958)  0.442
H (-4.7723, 2.4411, -1.2458)  0.328
H (-4.7988, 11.3824, 5.6585)  0.392
H (-1.4715, -4.2952, 1.3853)  0.448
H (6.7682, -4.3314, -2.6870)  0.331
H (-5.6468, 9.7933, 1.7660)  0.460
H (-0.0716, 6.3125, -1.9309)  0.268
H (4.2089, 0.5845, -0.9570)  0.384
H (-3.6443, 0.4097, -1.8385)  0.274
H (8.1428, -5.6823, -2.3996)  0.449
H (4.0533, -6.0157, -0.0557)  0.329
H (1.4206, 0.2912, 1.1349)  0.340
H (3.5431, -9.3620, -3.1831)  0.157
H (-2.1191, -5.7007, -1.1492)  0.261
H (2.7182, -1.1494, -0.1130)  0.316
H (-1.6858, 7.2736, -0.6039)  0.228
H (4.8557, -6.0729, -3.2107)  -0.543
H (-2.0812, -3.6900, -3.0808)  0.105
H (3.9923, -7.5157, -1.1409)  0.258
H (2.1923, -3.2695, 0.5746)  -0.047
H (5.2139, -2.4564, -0.7421)  0.002
H (5.0999, -0.3147, 0.4690)  0.300
H (-3.7288, -4.4122, -2.5758)  0.294
H (-0.2312, 8.8192, -1.7459)  0.331
H (-5.3785, 4.8747, 0.9921)  0.490